Entry w
# C5H13N

A 2-piece molecular cluster, C5H13N overall (ωB97M-V with the def2-TZVPD basis set, the Open Molecules 2025 dataset).

Element x y z (Å)
C -2.75033 0.33617 -1.08184
C -2.48577 0.75494 0.17107
C -2.22678 2.15900 0.58997
H -3.42905 -0.49155 -1.21217
H -2.33520 0.91207 -1.88913
H -2.76938 0.05556 0.95621
H -3.13790 2.58557 1.03800
H -1.62896 2.21411 1.50552
H -1.81164 2.77036 -0.20634
C 2.92828 -1.06617 0.96778
C 2.18880 -1.58156 -0.27920
N 1.57848 -0.46616 -1.00932
H 2.23982 -0.77948 1.77135
H 3.41967 -1.91781 1.43581
H 3.58162 -0.23369 0.73106
H 3.00669 -1.95777 -0.90509
H 1.46696 -2.37259 -0.06339
H 0.70544 -0.31959 -0.51356
H 1.45927 -0.60139 -2.00674

Calculated values
- E_HOMO: -9.060 eV
- Frontier orbital gap: 10.1 eV

Per-atom Löwdin charges, elementary charge units:
1 C -0.0176
2 C -0.2541
3 C -0.1245
4 H 0.0472
5 H 0.0471
6 H 0.0860
7 H 0.0813
8 H 0.0652
9 H 0.0740
10 C -0.1206
11 C -0.3506
12 N -0.0272
13 H 0.0610
14 H 0.0605
15 H 0.0669
16 H 0.0991
17 H 0.0969
18 H 0.0504
19 H 0.0592

Entry x
# C5H13N

A 2-piece molecular cluster, C5H13N overall (ωB97M-V with the def2-TZVPD basis set, the Open Molecules 2025 dataset).

Element x y z (Å)
C -1.50771 -0.65942 0.40862
C -1.16010 0.29432 1.34456
N -1.77695 1.56189 1.34208
H -2.33793 -0.46394 -0.25945
H -1.38213 -1.70219 0.66419
H -0.72819 -0.02578 2.28950
H -2.75777 1.55585 1.09909
H -1.58858 2.12594 2.15803
C 1.63412 -1.40950 -1.25159
C 0.81013 -0.13477 -1.20246
C 1.22964 0.87461 -0.22340
H 1.16436 -2.15768 -1.88983
H 1.72363 -1.83704 -0.25154
H 2.64120 -1.22136 -1.63031
H -0.30493 -0.50977 -0.70618
H 0.60911 0.27433 -2.19174
H 0.46353 0.73393 0.69637
H 2.26014 0.80149 0.11890
H 1.00843 1.89910 -0.51484

Calculated values
- E_HOMO: -7.792 eV
- Frontier orbital gap: 8.9 eV

Per-atom Löwdin charges, elementary charge units:
1 C -0.0833
2 C -0.3274
3 N 0.0258
4 H 0.0744
5 H 0.0694
6 H 0.1145
7 H 0.0805
8 H 0.0769
9 C -0.1301
10 C -0.3493
11 C -0.1401
12 H 0.0648
13 H 0.0706
14 H 0.0666
15 H 0.0807
16 H 0.0996
17 H 0.0614
18 H 0.0740
19 H 0.0710

Entry y
# C5H13N

An isolated molecule of C5H13N (ωB97M-V with the def2-TZVPD basis set, the Open Molecules 2025 dataset).

Element x y z (Å)
C 1.34624 1.92068 1.09697
C 1.43616 0.44768 0.49658
C 0.23755 -0.44914 0.78846
C -0.98159 0.00278 0.05555
C -1.09952 -0.53001 -1.41851
N -1.68870 -1.87501 -1.55691
H 0.78263 2.56452 0.37839
H 2.22636 2.43080 1.30864
H 0.88932 1.69635 2.11284
H 1.44916 0.41487 -0.64503
H 2.36458 -0.08836 0.86816
H 0.25396 -0.46105 1.88849
H 0.44263 -1.54636 0.51795
H -1.17522 1.14112 0.08088
H -1.89915 -0.34470 0.62049
H 0.03388 -0.63856 -1.70298
H -1.82312 0.08665 -2.01920
H -1.19800 -2.32216 -2.25121
H -1.59718 -2.45010 -0.61960

Calculated values
- E_HOMO: -9.208 eV
- Frontier orbital gap: 10.4 eV

Per-atom Löwdin charges, elementary charge units:
1 C -0.0887
2 C -0.2747
3 C -0.2938
4 C -0.2459
5 C -0.2826
6 N -0.0432
7 H 0.0758
8 H 0.0236
9 H 0.0890
10 H 0.0989
11 H 0.1133
12 H 0.1028
13 H 0.1299
14 H 0.1254
15 H 0.1150
16 H 0.1203
17 H 0.1127
18 H 0.0080
19 H 0.1143

Entry z
# C5H13N

An isolated molecule of C5H13N (ωB97M-V with the def2-TZVPD basis set, the Open Molecules 2025 dataset).

Element x y z (Å)
C -1.86655 -0.54884 -1.33232
C -0.80899 0.38742 -0.76971
C 0.23017 -0.35836 0.06369
C 1.18195 -1.12393 -0.85278
N 0.99512 0.57538 0.86845
C 0.27478 1.13180 1.99988
H -1.44826 -1.42785 -1.82348
H -2.54936 -0.05012 -2.01674
H -2.46954 -0.95526 -0.51257
H -0.26303 0.92445 -1.55427
H -1.35106 1.08546 -0.12792
H -0.30486 -1.10710 0.66618
H 1.80860 -0.41223 -1.39461
H 1.83092 -1.83728 -0.33019
H 0.64595 -1.69636 -1.60507
H 1.83873 0.12553 1.20176
H -0.28852 0.38239 2.55775
H -0.39009 1.91542 1.66123
H 0.98190 1.55709 2.71214

Calculated values
- E_HOMO: -8.815 eV
- Frontier orbital gap: 10.0 eV

Per-atom Löwdin charges, elementary charge units:
1 C -0.1111
2 C -0.2275
3 C -0.4621
4 C -0.0649
5 N -0.0994
6 C -0.1330
7 H 0.0599
8 H 0.0693
9 H 0.0756
10 H 0.1177
11 H 0.0976
12 H 0.1345
13 H 0.0828
14 H 0.0782
15 H 0.0626
16 H 0.1013
17 H 0.0757
18 H 0.0650
19 H 0.0777

Verdict on stability: entry x comes out at the bottom.

Entry w
# C5H13N

A 2-piece molecular cluster, C5H13N overall (ωB97M-V with the def2-TZVPD basis set, the Open Molecules 2025 dataset).

Element x y z (Å)
C -2.22513 -2.95773 0.30747
C -1.82172 -1.55815 0.15167
N -2.48994 -0.44148 0.53915
H -3.05574 -3.08239 1.08673
H -1.82894 -3.63793 -0.53081
H -1.16838 -1.28803 -0.73394
H -3.42698 -0.50164 0.75617
H -2.14636 0.48567 0.50938
C 1.47455 0.82311 1.01851
C 1.17838 1.77839 -0.13516
C 2.07263 1.13784 -1.38172
H 2.32625 0.11974 0.73799
H 2.02513 1.23915 1.92568
H 0.50890 0.21237 1.23794
H 0.15459 1.97649 -0.46426
H 1.63800 2.81300 0.01005
H 1.36378 0.38421 -1.80456
H 3.04902 0.72742 -1.01406
H 2.37199 1.76997 -2.21625

Calculated values
- E_HOMO: -7.946 eV
- Frontier orbital gap: 8.9 eV

Per-atom Löwdin charges, elementary charge units:
1 C -0.0442
2 C -0.3101
3 N 0.0333
4 H 0.0461
5 H 0.0487
6 H 0.1012
7 H 0.0577
8 H 0.0687
9 C -0.1631
10 C -0.2837
11 C -0.1180
12 H 0.0638
13 H 0.0810
14 H 0.0786
15 H 0.0744
16 H 0.0980
17 H 0.0625
18 H 0.0634
19 H 0.0415

Entry x
# C5H13N

A 2-piece molecular cluster, C5H13N overall (ωB97M-V with the def2-TZVPD basis set, the Open Molecules 2025 dataset).

Element x y z (Å)
C -1.56637 0.49937 2.48998
N -1.11241 -0.62758 1.71376
C -0.44483 0.33538 -0.98684
C 0.79109 -0.00005 -1.69799
C 1.19383 1.11899 -0.69111
C 1.26218 -1.39214 -1.31538
H -2.63363 0.74928 2.35888
H -1.03971 1.41962 2.20167
H -1.34101 0.38521 3.55377
H -1.74069 -1.42839 1.71346
H -1.16247 0.90672 -1.61336
H -1.05554 -0.47400 0.68129
H 1.06007 0.34605 -2.69772
H 2.18761 0.91314 -0.26848
H 0.69144 1.35038 0.25455
H 1.33491 2.03202 -1.26809
H 2.27127 -1.55694 -1.69707
H 0.51483 -2.03885 -1.77450
H 1.16322 -1.56565 -0.23997

Calculated values
- E_HOMO: -8.026 eV
- Frontier orbital gap: 8.8 eV

Per-atom Löwdin charges, elementary charge units:
1 C -0.2295
2 N -0.1066
3 C 0.0220
4 C -0.4426
5 C -0.1109
6 C -0.0799
7 H 0.0627
8 H 0.0548
9 H 0.0586
10 H 0.0494
11 H 0.0579
12 H -0.0181
13 H 0.1313
14 H 0.1249
15 H 0.0985
16 H 0.0924
17 H 0.0748
18 H 0.0775
19 H 0.0826

Verdict on stability: entry x comes out at the bottom.

Entry w
# C5H13N

C5H13N as an isolated structure (ωB97M-V with the def2-TZVPD basis set, the Open Molecules 2025 dataset).

Element x y z (Å)
C 0.28248 -1.87408 -0.80819
C 0.57932 -0.97673 0.35448
C -0.36927 0.15405 0.71574
C 0.20250 1.44357 0.10652
C -0.45813 0.12365 2.25651
N -0.13584 0.83287 -2.35141
H 1.05508 -2.72952 -0.92517
H -0.83671 -1.93347 -0.95384
H 0.79082 -0.74720 -0.93148
H 1.37058 -1.20134 1.19907
H -1.52343 -0.07848 0.36060
H -0.66481 2.23685 0.12126
H 0.98214 2.03374 0.58427
H 0.46859 1.16834 -0.97199
H -1.34470 0.74808 2.39699
H -0.46628 -0.87492 2.65918
H 0.39357 0.58928 2.78638
H -1.05406 1.10896 -2.44996
H 0.35873 0.62677 -3.16581

Calculated values
- E_HOMO: -6.374 eV
- Frontier orbital gap: 5.3 eV

Per-atom Löwdin charges, elementary charge units:
1 C 0.0553
2 C -0.1191
3 C -0.4518
4 C -0.1482
5 C -0.1015
6 N -0.1125
7 H 0.1288
8 H 0.1159
9 H 0.1237
10 H 0.1790
11 H 0.1878
12 H 0.1119
13 H 0.0604
14 H -0.0330
15 H 0.0821
16 H 0.0618
17 H 0.0849
18 H -0.1094
19 H -0.1159

Entry x
# C5H13N

A 2-piece molecular cluster, C5H13N overall (ωB97M-V with the def2-TZVPD basis set, the Open Molecules 2025 dataset).

Element x y z (Å)
C -3.27120 1.68502 0.29725
N -2.40905 0.77291 0.73777
C -2.50528 -0.52335 0.05873
H -3.30686 2.52512 1.02142
H -4.33650 1.47274 -0.47374
H -1.86306 -1.16251 0.65289
H -3.52832 -0.90345 -0.16172
H -2.08106 -0.27444 -0.91361
C 1.51875 0.86154 -0.28094
C 2.07140 -0.41778 0.51597
C 2.92123 -1.44927 -0.40170
H 0.71177 1.20767 0.21911
H 2.18490 1.72320 -0.37846
H 1.04339 0.68002 -1.34278
H 2.64725 -0.30538 1.49985
H 1.04486 -0.86865 0.82918
H 3.18874 -2.29895 0.22412
H 3.74680 -0.98735 -0.90740
H 2.22225 -1.73709 -1.19595

Calculated values
- E_HOMO: -10.082 eV
- Frontier orbital gap: 11.0 eV

Per-atom Löwdin charges, elementary charge units:
1 C -0.1031
2 N -0.1131
3 C -0.1732
4 H 0.0467
5 H 0.1489
6 H 0.0580
7 H 0.0774
8 H 0.0680
9 C -0.1289
10 C -0.2606
11 C -0.1187
12 H -0.0155
13 H 0.0544
14 H 0.1047
15 H 0.1025
16 H 0.0964
17 H 0.0534
18 H 0.0475
19 H 0.0552

Entry y
# C5H13N

An isolated molecule of C5H13N (ωB97M-V with the def2-TZVPD basis set, the Open Molecules 2025 dataset).

Element x y z (Å)
C -0.41841 2.45660 0.15845
C -1.11133 1.11523 -0.44359
C -0.07730 0.15479 -0.90200
C 0.08602 -1.00488 0.09135
C 0.99337 -2.16183 -0.42957
N 0.37319 -0.52440 1.45645
H 0.31049 2.18025 0.90844
H -1.14985 3.30192 0.31097
H 0.26901 2.86806 -0.60139
H -1.76432 0.82064 0.34451
H -1.59959 1.57591 -1.31942
H -0.45635 -0.37159 -1.80035
H 0.99407 0.44177 -1.10367
H -0.86107 -1.54811 0.31938
H 1.35128 -1.86443 -1.47436
H 0.58904 -3.10230 -0.77793
H 1.87819 -2.38016 0.26529
H -0.13053 -0.95983 2.22139
H 1.38249 -0.53126 1.57764

Calculated values
- E_HOMO: -9.126 eV
- Frontier orbital gap: 10.3 eV

Per-atom Löwdin charges, elementary charge units:
1 C -0.1117
2 C -0.2406
3 C -0.2253
4 C -0.4695
5 C -0.0763
6 N 0.0244
7 H 0.0402
8 H 0.0757
9 H 0.0533
10 H 0.0882
11 H 0.1008
12 H 0.1144
13 H 0.1356
14 H 0.1330
15 H 0.0787
16 H 0.0502
17 H 0.0884
18 H 0.0730
19 H 0.0676

Verdict on stability: entry w comes out at the bottom.